(1)
Molecular formula: C9H25AuIOP2Si
Method: DFT, ωB97M-V with the def2-TZVPD basis set

Properties
**Charge**: +1
**HOMO energy**: -11.80 eV
**HOMO-LUMO gap**: 7.0 eV

Positions of all 40 atoms, in Å:
Au1 0.41867 0.70404 -0.31365
C1 0.03208 2.67922 -2.92590
P1 0.72533 1.06166 -2.53553
C2 2.38490 1.00984 -3.21630
C3 -0.30164 -0.16817 -3.42367
C4 -0.24260 -1.49726 -2.67691
P2 -0.67426 -1.25777 -0.91630
C5 -2.45612 -1.34896 -0.68505
C6 0.08893 -2.64899 -0.07340
H1 0.02596 2.81303 -4.00975
H2 0.64108 3.46272 -2.47571
H3 -0.98573 2.75729 -2.54647
H4 2.35381 1.15622 -4.29706
H5 2.85676 0.05740 -2.97692
H6 2.97396 1.79496 -2.74670
H7 0.03400 -0.25775 -4.45801
H8 -1.32125 0.22566 -3.44754
H9 0.78313 -1.87859 -2.67232
H10 -0.87022 -2.27093 -3.12267
H11 -2.86171 -2.26780 -1.11086
H12 -2.94116 -0.48594 -1.13835
H13 -2.65226 -1.32818 0.38772
H14 -0.21053 -3.56999 -0.57866
H15 -0.22851 -2.68349 0.96342
H16 1.17316 -2.54395 -0.10859
I1 2.95860 1.37642 0.29248
C7 1.29917 1.36085 3.94436
Si1 -0.11533 0.46198 3.14888
C8 -1.74353 1.02222 3.84581
C9 0.10749 -1.37690 3.43010
O1 -0.23024 0.81170 1.52752
H17 1.28274 1.18918 5.02462
H18 1.22495 2.43863 3.78619
H19 2.27191 1.03516 3.57343
H20 -1.81045 0.82958 4.91989
H21 -2.58628 0.51663 3.37002
H22 -1.87798 2.09670 3.70612
H23 0.12576 -1.58716 4.50225
H24 1.05968 -1.72595 3.02245
H25 -0.71228 -1.96332 3.01108

(2)
Molecular formula: C4H7F2NO
Method: DFT, ωB97M-V with the def2-TZVPD basis set

Properties
**Energy relative to the best compared isomer or geometry (same formula, charge and spin)**: 26.9 kcal/mol
**HOMO energy**: -10.47 eV
**HOMO-LUMO gap**: 11.2 eV

Positions of all 15 atoms, in Å:
H1 -1.08007 -0.60533 1.72985
N1 -0.21189 -0.60905 1.23466
C1 -0.17398 -0.08140 0.10468
O1 -1.11052 0.36199 -0.72486
C2 -2.51703 0.43043 -0.31030
C3 1.18312 -0.12798 -0.62219
C4 2.31365 -0.08363 0.47088
F1 1.26038 0.80764 -1.56137
F2 1.24508 -1.32753 -1.35425
H2 -3.01188 0.89736 -1.20593
H3 -2.70380 0.87577 0.69427
H4 -2.98937 -0.57684 -0.45572
H5 3.17151 -0.37808 -0.07674
H6 2.47475 1.01380 0.71888
H7 2.15005 -0.59714 1.35815

(3)
Molecular formula: C56H71Cl3MnN3O3SSe
Method: DFT, ωB97M-V with the def2-TZVPD basis set

Properties
**Energy relative to the best compared isomer or geometry (same formula, charge and spin)**: 11.7 kcal/mol
**HOMO energy (alpha / beta)**: -7.08 / -7.07 eV
**Spin multiplicity**: 5
**HOMO-LUMO gap (alpha / beta)**: 5.9 / 7.3 eV

Positions of all 139 atoms, in Å:
Mn1 -0.20873 0.20819 1.24893
C1 -2.34796 7.29167 -2.04324
C2 -1.27266 6.96143 -1.00680
C3 -1.43557 7.91984 0.18122
C4 0.10394 7.17314 -1.65946
C5 -1.35417 5.51801 -0.51798
C6 -0.46116 5.06316 0.44314
C7 -0.50109 3.75144 0.86239
Se1 0.79490 3.12432 2.15292
C8 2.22392 2.99421 0.87211
C9 3.02328 4.09967 0.63342
C10 4.03071 4.03056 -0.30925
C11 4.24104 2.78797 -0.91071
C12 3.47761 1.65569 -0.68267
C13 2.35489 1.76186 0.19803
O1 1.50431 0.77879 0.41499
C14 3.84863 0.33458 -1.35498
C15 2.76140 -0.04276 -2.36570
C16 3.95678 -0.75004 -0.27530
C17 5.18436 0.39652 -2.09964
C18 4.90704 5.21748 -0.69664
C19 6.36722 4.93510 -0.31299
C20 4.46475 6.50428 0.00354
C21 4.80953 5.44871 -2.21290
C22 -1.42741 2.81322 0.37036
O2 -1.38963 1.57419 0.84212
C23 -2.36867 3.27563 -0.58331
C24 -2.28697 4.60277 -0.99357
C25 -3.52783 2.40119 -1.08184
C26 -4.51557 2.28260 0.09209
C27 -4.26854 3.02981 -2.26673
C28 -3.06441 1.01201 -1.54997
H1 -2.23673 8.32937 -2.36232
H2 -3.35283 7.17411 -1.63250
H3 -2.25357 6.65810 -2.92729
H4 -1.37837 8.95747 -0.15590
H5 -0.65722 7.76332 0.92841
H6 -2.40273 7.76780 0.66408
H7 0.18988 8.18650 -2.05902
H8 0.24280 6.46220 -2.47605
H9 0.90854 7.01645 -0.93962
H10 0.28511 5.71556 0.87917
H11 2.82849 5.00250 1.19693
H12 5.06302 2.70389 -1.60859
H13 1.79868 -0.07901 -1.86914
H14 2.96252 -1.02655 -2.79918
H15 2.72020 0.69605 -3.16990
H16 2.99150 -0.87730 0.20682
H17 4.69989 -0.46292 0.47328
H18 4.25466 -1.70570 -0.71586
H19 5.14519 1.09290 -2.93979
H20 5.40057 -0.59561 -2.50053
H21 6.00543 0.68010 -1.43790
H22 6.45171 4.77042 0.76273
H23 6.99984 5.78445 -0.58376
H24 6.75095 4.04991 -0.82164
H25 4.56467 6.42271 1.08745
H26 3.42672 6.74177 -0.23860
H27 5.08921 7.33466 -0.33076
H28 5.18095 4.59340 -2.77782
H29 5.39697 6.32478 -2.49884
H30 3.77046 5.61876 -2.50152
H31 -2.99328 4.94556 -1.73469
H32 -4.92649 3.26482 0.33251
H33 -4.00817 1.91468 0.98381
H34 -5.34098 1.60945 -0.15756
H35 -4.77279 3.95728 -1.99149
H36 -5.03147 2.33160 -2.61554
H37 -3.58771 3.22837 -3.09675
H38 -2.59781 0.44797 -0.75285
H39 -2.34661 1.11481 -2.36813
H40 -3.91984 0.43704 -1.91525
Cl1 -4.80174 -4.47463 -4.27379
C29 -4.43007 -4.73499 -2.60595
C30 -3.11754 -4.67093 -2.17307
C31 -2.83112 -4.86005 -0.83283
C32 -3.83437 -5.15685 0.08320
C33 -3.50019 -5.39388 1.53752
C34 -3.91725 -4.20708 2.42895
N1 -3.46498 -2.88812 2.02415
C35 -4.27375 -1.77553 2.01426
C36 -3.46058 -0.71743 1.76655
N2 -2.17078 -1.15644 1.61346
C37 -2.21030 -2.46984 1.74676
O3 -2.13357 -5.70312 1.64271
C38 -1.74443 -6.24700 2.89468
C39 -0.67358 -7.26897 2.67447
C40 0.50614 -7.34042 3.35037
Cl2 1.06248 -6.28877 4.58516
S1 1.47555 -8.67935 2.85916
C41 0.27814 -9.16368 1.72943
C42 -0.79244 -8.33319 1.73332
C43 -5.14250 -5.23466 -0.38688
Cl3 -6.44936 -5.61997 0.69181
C44 -5.45393 -5.01939 -1.71886
H41 -2.31437 -4.47877 -2.86743
H42 -1.80551 -4.79581 -0.49198
H43 -4.09261 -6.24614 1.89578
H44 -3.56678 -4.40345 3.44551
H45 -5.00377 -4.18443 2.45058
H46 -5.33203 -1.84248 2.19808
H47 -3.72768 0.32162 1.70310
H48 -1.37389 -3.14192 1.66929
H49 -2.60568 -6.72925 3.37509
H50 -1.38175 -5.45581 3.55834
H51 0.44681 -10.03348 1.11521
H52 -1.64975 -8.45255 1.08581
H53 -6.47899 -5.08305 -2.05449
C45 -0.40669 -1.50380 -3.15729
C46 0.13657 -2.25365 -1.97027
C47 0.73741 -3.50305 -2.09547
C48 1.20648 -4.16430 -0.96647
C49 1.82562 -5.52897 -1.09694
C50 1.11619 -3.57321 0.29077
C51 0.63480 -2.26045 0.44236
C52 0.07931 -1.67285 -0.72228
N3 0.62926 -1.48707 1.57379
C53 1.23174 -1.80562 2.87185
C54 0.36261 -2.80562 3.65411
C55 2.68237 -2.31329 2.84267
C56 1.24275 -0.47914 3.64961
H54 -0.08182 -1.95573 -4.09438
H55 -0.07188 -0.46513 -3.13999
H56 -1.49883 -1.48621 -3.14162
H57 0.84969 -3.95650 -3.07420
H58 2.09851 -5.73142 -2.13232
H59 1.12108 -6.29482 -0.77296
H60 2.72031 -5.61467 -0.47885
H61 1.44835 -4.14730 1.14499
H62 -0.36122 -0.67396 -0.67360
H63 0.34130 -3.77820 3.15756
H64 -0.65701 -2.42822 3.74263
H65 0.76840 -2.94622 4.65751
H66 2.80732 -3.20012 2.22948
H67 2.98185 -2.56335 3.86161
H68 3.34975 -1.54308 2.46294
H69 0.23461 -0.03877 3.68861
H70 1.92177 0.22991 3.17292
H71 1.57029 -0.63227 4.67777

(4)
Molecular formula: C6H7P
Method: DFT, ωB97M-V with the def2-TZVPD basis set

Properties
**Energy relative to the best compared isomer or geometry (same formula, charge and spin)**: 72.9 kcal/mol
**HOMO energy**: -8.85 eV
**HOMO-LUMO gap**: 9.6 eV

Positions of all 14 atoms, in Å:
C1 1.88852 -0.57290 -0.03515
C2 1.82497 0.66270 0.76752
C3 0.91417 -0.90843 -0.88522
C4 0.73690 1.33694 0.35544
C5 -2.58910 -0.51490 -0.33667
C6 -1.50789 0.14457 0.02644
P1 -0.10582 0.62857 -1.02626
H1 2.66885 -1.31312 0.16875
H2 2.41567 1.07605 1.61642
H3 0.88021 -1.87264 -1.43933
H4 0.55767 2.40598 0.74194
H5 -3.49047 -0.96258 0.19491
H6 -2.78374 -0.79328 -1.43719
H7 -1.40993 0.68304 1.28840

(5)
Molecular formula: C17H32N2O8PS
Method: DFT, ωB97M-V with the def2-TZVPD basis set

Properties
**Energy relative to the best compared isomer or geometry (same formula, charge and spin)**: 92.0 kcal/mol
**Charge**: +1
**HOMO energy**: -11.36 eV
**HOMO-LUMO gap**: 8.8 eV

Positions of all 61 atoms, in Å:
C1 6.01314 -1.97874 1.84356
C2 5.98345 -0.62572 0.94680
O1 7.11438 -0.07388 0.78749
N1 4.72809 -0.13988 0.33766
C3 4.97697 0.52480 -0.97848
C4 3.89997 0.68296 1.26010
C5 4.37802 0.95735 2.76207
C6 5.33146 2.25799 2.81029
O2 6.23292 2.51424 1.98433
O3 5.11454 3.23332 3.84259
O4 3.59282 2.04217 0.76526
C7 2.22154 2.32714 1.14803
O5 1.67569 3.43641 1.16364
O6 1.56948 1.09792 1.58007
C8 2.42220 0.07894 1.00696
P1 2.09523 -1.74570 1.35347
O7 3.05238 -2.71910 0.29341
O8 0.46245 -2.06623 0.91380
S1 2.44729 -2.30192 3.17605
H1 5.32146 -1.92680 2.74899
H2 5.60094 -2.79953 1.15733
H3 7.08109 -2.16312 2.20003
H4 4.02932 0.89567 -1.50483
H5 5.46927 -0.26628 -1.66213
H6 5.74496 1.37730 -0.88337
H7 4.80416 0.05736 3.31394
H8 3.42967 1.26568 3.35174
H9 5.65264 4.03137 3.60019
H10 2.19662 0.19847 -0.12693
H11 2.62440 -3.61451 0.23545
H12 0.21733 -1.34729 0.27101
C9 -2.43704 -0.47779 1.17967
C10 -1.98584 0.19070 -0.11286
C11 -2.88432 1.34444 -0.55539
C12 -4.32996 1.03635 -0.95446
N2 -4.52791 0.10279 -2.15866
C13 -4.50726 -1.37468 -1.76177
C14 -5.91767 -1.65720 -1.29409
C15 -6.77055 -0.92261 -2.30625
C16 -5.96158 0.30076 -2.72313
C17 -3.52954 0.38325 -3.25875
H13 -3.47759 -0.80779 1.13454
H14 -1.81672 -1.35451 1.38096
H15 -2.33379 0.20681 2.02399
H16 -1.88668 -0.55620 -0.90641
H17 -0.97590 0.58698 0.04474
H18 -2.39101 1.88037 -1.37287
H19 -2.92946 2.06840 0.26719
H20 -4.79024 1.98724 -1.23053
H21 -4.89893 0.62539 -0.11811
H22 -4.26581 -1.95694 -2.65394
H23 -3.76010 -1.55558 -0.99333
H24 -6.08730 -1.26226 -0.28824
H25 -6.13692 -2.72598 -1.26857
H26 -7.74426 -0.64544 -1.89858
H27 -6.95465 -1.55659 -3.17812
H28 -6.37754 1.23023 -2.33253
H29 -5.90092 0.36974 -3.81126
H30 -2.52990 0.12662 -2.91101
H31 -3.59636 1.44062 -3.51947
H32 -3.77812 -0.23748 -4.12122

| no. | E_tot (eV) |
| --- | --- |
| 1 | -50031.6872 |
| 2 | -13233.0776 |
| 3 | -214908.8207 |
| 4 | -15620.5552 |
| 5 | -57625.0498 |